1.
This record from OMol25 describes the ion C5H14N3 with charge +2 at a distorted geometry. The level of theory is the ωB97M-V functional and the def2-TZVPD basis.

Cartesian coordinates (Å):
C 0.20 1.10 2.29
C 0.12 0.15 1.07
C -1.00 0.48 0.11
C -1.16 -0.50 -1.08
N -0.05 -0.43 -2.00
C 0.81 -1.36 -2.31
N 0.91 -2.52 -1.71
N 0.23 2.49 2.00
H -0.56 0.87 3.01
H 1.20 0.93 2.73
H 1.08 0.03 0.56
H -0.06 -0.83 1.52
H -0.93 1.47 -0.36
H -1.97 0.52 0.63
H -1.29 -1.50 -0.67
H -2.11 -0.26 -1.56
H 0.10 0.43 -2.52
H 1.54 -1.07 -3.06
H 1.70 -3.13 -1.86
H 0.15 -2.83 -1.11
H 1.09 2.81 1.55
H 0.00 3.14 2.76

Orbital gap (alpha / beta)   11.98 / 6.75 eV
E_tot   -9864.48475 eV
Multiplicity   2
HOMO (alpha / beta)   -18.4 / -18.4 eV
Energy relative to the best compared isomer or geometry (same formula, charge and spin)   56.9 kJ/mol
Charge   +2

Here are the Mulliken charges for atoms 1 to 2, given in e: C -0.625; C -0.541

2.
This record from OMol25 describes a cluster of 2 separate species, C3H9N2S in total at a distorted geometry. The level of theory is the ωB97M-V functional and the def2-TZVPD basis.

Cartesian coordinates (Å):
C 1.41 -0.17 -1.44
C 0.93 -0.42 -0.07
C -1.55 1.28 0.66
N 1.19 -1.57 0.59
N -1.23 -0.04 0.08
S 1.56 1.15 -0.10
H 2.45 -0.59 -1.53
H 0.85 0.27 -2.21
H -0.60 1.80 1.06
H -2.10 1.96 0.02
H -2.15 1.18 1.52
H 1.56 -1.60 1.56
H 1.05 -2.41 0.15
H -1.53 -0.18 -0.92
H -1.83 -0.69 0.62

Orbital gap   9.99 eV
E_tot   -17063.62014 eV
HOMO   -14.2 eV
Energy relative to the best compared isomer or geometry (same formula, charge and spin)   245.7 kJ/mol
Charge   +1

Here are the Mulliken charges for atoms 1 to 2, given in e: C -0.666; C 0.695

3.
This record from OMol25 describes an isolated molecule of C21H17N3O3S at a distorted geometry. The level of theory is the ωB97M-V functional and the def2-TZVPD basis.

Cartesian coordinates (Å):
C -7.09 -0.86 2.16
O -6.04 -0.04 1.68
C -5.33 -0.54 0.65
O -5.55 -1.62 0.17
C -4.26 0.38 0.20
C -4.05 1.63 0.79
C -3.04 2.44 0.32
C -2.24 2.04 -0.73
C -2.45 0.80 -1.33
C -1.57 0.35 -2.45
S -0.27 -0.80 -1.83
C 0.83 0.37 -1.18
N 0.76 1.67 -1.32
N 1.81 2.20 -0.70
C 2.53 1.23 -0.19
C 3.72 1.43 0.59
C 4.41 2.59 0.84
C 5.49 2.22 1.67
C 5.38 0.88 1.87
O 4.31 0.39 1.22
N 1.94 0.02 -0.47
C 2.38 -1.28 -0.16
C 1.57 -2.12 0.59
C 2.01 -3.40 0.88
C 3.24 -3.84 0.42
C 4.04 -3.00 -0.33
C 3.61 -1.72 -0.63
C -3.46 -0.02 -0.86
H -7.81 -1.07 1.37
H -7.56 -0.32 2.98
H -6.68 -1.81 2.52
H -4.68 1.94 1.61
H -2.87 3.41 0.78
H -1.44 2.67 -1.08
H -2.12 -0.24 -3.19
H -1.04 1.17 -2.92
H 4.16 3.56 0.47
H 6.24 2.87 2.07
H 5.97 0.18 2.43
H 0.62 -1.77 0.95
H 1.38 -4.06 1.47
H 3.57 -4.84 0.65
H 5.00 -3.34 -0.69
H 4.23 -1.06 -1.23
H -3.63 -0.99 -1.30

SMILES   COC(=O)c1cccc(CSc2nnc(-c3ccco3)n2-c2ccccc2)c1
Orbital gap   8.49 eV
E_tot   -43500.50569 eV
HOMO   -7.9 eV
Energy relative to the best compared isomer or geometry (same formula, charge and spin)   99.6 kJ/mol

Here are the Mulliken charges for atoms 1 to 2, given in e: C -0.654; O -0.297

4.
This record from OMol25 describes a structure of composition C51H48AsEuF3N4O3P2STe at a distorted geometry. The level of theory is the ωB97M-V functional and the def2-TZVPD basis.

Cartesian coordinates (Å):
Eu -0.07 1.33 -0.63
C -1.04 1.27 2.91
C 0.19 2.16 2.86
C 0.88 2.48 4.02
C 1.95 3.35 3.86
C 2.33 3.86 2.60
C 1.54 3.44 1.52
N 0.53 2.62 1.67
C 1.88 3.90 0.14
C 2.03 5.24 -0.05
C 2.32 5.69 -1.34
C 2.49 4.74 -2.33
C 2.36 3.37 -2.01
N 2.07 2.95 -0.79
C 2.71 2.33 -2.97
C 3.62 2.64 -3.91
C 4.10 1.60 -4.68
C 3.44 0.34 -4.56
C 2.49 0.13 -3.57
C 1.67 -1.15 -3.38
N 2.18 1.14 -2.76
H -1.11 0.65 2.02
H -1.91 1.95 2.92
H -1.09 0.60 3.79
H 0.63 1.91 4.90
H 2.57 3.54 4.75
H 3.18 4.50 2.38
H 1.88 5.93 0.77
H 2.36 6.80 -1.47
H 2.69 4.96 -3.42
H 4.19 3.53 -3.88
H 4.99 1.72 -5.33
H 3.76 -0.48 -5.20
H 1.94 -1.84 -4.17
H 0.68 -0.80 -3.50
H 1.86 -1.67 -2.42
Te -0.31 -4.41 -0.08
C -0.17 -5.26 1.83
C -1.22 -6.15 2.15
C -1.07 -6.93 3.27
N -0.02 -6.87 4.11
C 0.88 -5.96 3.83
C 0.90 -5.19 2.69
C -0.23 -2.39 0.37
P 1.14 -1.23 0.58
C 2.88 -1.72 0.06
C 3.47 -2.99 0.24
C 4.84 -3.14 0.01
C 5.66 -2.12 -0.49
C 5.03 -0.89 -0.76
C 3.70 -0.70 -0.46
C 1.49 -1.17 2.34
C 2.55 -0.36 2.73
C 2.86 -0.24 4.06
C 2.04 -0.90 5.02
C 0.98 -1.68 4.63
C 0.76 -1.85 3.28
P -1.58 -1.29 0.02
C -2.91 -1.24 1.32
C -3.95 -0.38 1.27
C -4.89 -0.30 2.27
C -4.91 -1.23 3.35
C -3.91 -2.20 3.36
C -2.90 -2.20 2.35
C -2.53 -2.00 -1.37
C -2.13 -1.85 -2.68
C -2.76 -2.46 -3.75
C -3.87 -3.28 -3.50
C -4.32 -3.43 -2.22
C -3.66 -2.80 -1.13
H -2.17 -6.26 1.64
H -1.82 -7.68 3.52
H 1.71 -5.84 4.50
H 1.72 -4.48 2.57
H 2.88 -3.80 0.59
H 5.35 -4.08 0.29
H 6.73 -2.29 -0.66
H 5.67 -0.08 -1.18
H 3.31 0.27 -0.55
H 3.19 0.05 1.96
H 3.71 0.42 4.36
H 2.31 -0.89 6.08
H 0.36 -2.09 5.42
H -0.03 -2.52 2.92
H -3.95 0.33 0.45
H -5.53 0.55 2.30
H -5.60 -0.99 4.15
H -3.87 -2.95 4.10
H -2.06 -2.92 2.43
H -1.23 -1.33 -2.88
H -2.37 -2.31 -4.77
H -4.39 -3.76 -4.31
H -5.09 -4.08 -1.98
H -3.94 -3.06 -0.10
F -4.63 4.88 1.62
C -3.79 3.85 1.58
F -4.42 2.67 1.38
F -3.22 3.72 2.79
S -2.63 3.98 0.12
O -1.70 5.06 0.48
O -3.59 4.15 -0.97
O -1.95 2.67 -0.04
C -1.25 1.23 -5.16
As -1.51 2.20 -3.52
C -1.61 4.05 -4.23
C -3.38 1.88 -3.28
H -1.64 1.71 -6.00
H -1.56 0.20 -5.09
H -0.16 1.21 -5.40
H -1.72 4.64 -3.36
H -0.63 4.23 -4.66
H -2.42 4.12 -4.93
H -3.95 2.43 -4.02
H -3.63 2.19 -2.25
H -3.59 0.81 -3.34

Orbital gap (alpha / beta)   6.27 / 6.27 eV
E_tot   -190795.48889 eV
Multiplicity   8
HOMO (alpha / beta)   -6.9 / -6.9 eV

Here are the Mulliken charges for atoms 1 to 2, given in e: Eu 0.803; C -0.021

5.
This record from OMol25 describes an isolated molecule of C6H13NO at a distorted geometry. The level of theory is the ωB97M-V functional and the def2-TZVPD basis.

Cartesian coordinates (Å):
C -0.59 -2.47 -1.11
C 0.05 -1.16 -0.60
C 1.51 -0.94 -0.99
N -0.61 -0.25 0.07
O -1.84 -0.37 0.27
C 0.04 0.99 0.57
C -0.14 1.14 2.10
C -0.50 2.21 -0.19
H -1.53 -2.67 -0.54
H 0.10 -3.34 -1.06
H -0.87 -2.37 -2.15
H 1.94 -1.83 -1.44
H 1.62 -0.09 -1.66
H 2.07 -0.73 -0.08
H 1.11 0.92 0.39
H -1.18 1.15 2.38
H 0.39 0.31 2.66
H 0.36 2.01 2.53
H 0.17 3.07 -0.07
H -0.63 1.98 -1.25
H -1.47 2.44 0.19

SMILES   CC(C)=[N+]([O-])C(C)C
Orbital gap   8.81 eV
E_tot   -9968.37795 eV
HOMO   -7.9 eV
Energy relative to the best compared isomer or geometry (same formula, charge and spin)   269.8 kJ/mol

Here are the Mulliken charges for atoms 1 to 2, given in e: C -1.215; C 0.991

6.
This record from OMol25 describes a structure of composition C6H14N3O at a distorted geometry. The level of theory is the ωB97M-V functional and the def2-TZVPD basis.

Cartesian coordinates (Å):
C 0.94 1.27 0.32
C -1.19 -2.49 0.54
C -1.77 -1.16 1.05
C -0.84 -2.12 -1.03
C -1.64 -0.19 -0.11
C -2.35 1.03 -0.35
N -0.15 0.78 0.71
N 1.89 1.57 -0.28
N 4.47 2.04 -0.34
O -1.27 -0.82 -1.18
H -0.42 -2.85 1.26
H -2.03 -3.24 0.49
H -2.89 -1.14 1.28
H -1.31 -0.96 2.03
H 0.27 -2.30 -1.16
H -1.49 -2.58 -1.86
H -3.25 0.93 -0.99
H -1.72 1.77 -0.98
H -2.63 1.72 0.56
H -0.34 0.97 1.70
H 2.99 1.99 -0.19
H 4.66 2.27 -1.27
H 5.30 2.48 0.12
H 4.76 1.01 -0.29

Orbital gap   10.19 eV
E_tot   -12958.09411 eV
HOMO   -13.3 eV
Energy relative to the best compared isomer or geometry (same formula, charge and spin)   157.1 kJ/mol
Charge   +1

Here are the Mulliken charges for atoms 1 to 2, given in e: C 0.331; C -0.517

7.
This record from OMol25 describes a structure of composition C36H28ClCoN5O4S2. The level of theory is the ωB97M-V functional and the def2-TZVPD basis.

Cartesian coordinates (Å):
Co -0.96 -1.83 0.24
S 1.22 -1.93 0.03
C 1.73 -0.33 0.13
N 2.97 0.02 0.40
C 3.33 1.43 0.57
C 2.60 2.24 -0.46
N 1.16 2.00 -0.29
C 0.29 3.17 -0.49
C 0.35 3.68 -1.90
C -0.17 2.91 -2.95
C -0.12 3.38 -4.25
C 0.44 4.63 -4.51
C 0.95 5.40 -3.48
C 0.91 4.92 -2.18
C 0.71 0.78 -0.11
S -0.93 0.38 -0.22
C 4.09 -0.94 0.43
C 4.92 -0.79 -0.82
C 4.37 -1.07 -2.07
C 5.12 -0.90 -3.22
C 6.44 -0.45 -3.13
C 6.99 -0.18 -1.89
C 6.23 -0.34 -0.74
H 4.41 1.52 0.43
H 3.08 1.74 1.58
H 2.90 1.96 -1.47
H 2.78 3.31 -0.34
H 0.65 3.94 0.21
H -0.72 2.89 -0.20
H -0.61 1.94 -2.74
H -0.52 2.79 -5.05
H 0.46 5.00 -5.53
H 1.39 6.36 -3.69
H 1.31 5.52 -1.37
H 3.68 -1.94 0.54
H 4.68 -0.71 1.32
H 3.35 -1.44 -2.14
H 4.69 -1.13 -4.18
H 7.02 -0.33 -4.03
H 8.02 0.16 -1.82
H 6.67 -0.14 0.23
O -4.84 -5.94 -0.08
C -5.47 -4.79 0.08
O -6.67 -4.71 0.14
C -4.62 -3.56 0.20
C -5.12 -2.28 0.44
Cl -6.70 -1.77 0.75
N -4.09 -1.41 0.50
N -2.93 -2.07 0.26
C -3.25 -3.35 0.10
C -2.09 -4.26 -0.15
O -2.22 -5.47 -0.23
O -0.97 -3.61 -0.29
C -4.16 0.01 0.64
C -3.52 0.60 1.71
C -3.58 1.98 1.85
C -4.28 2.74 0.93
C -4.93 2.13 -0.13
C -4.87 0.75 -0.28
H -3.86 -5.85 -0.13
H -3.02 -0.02 2.45
H -3.09 2.45 2.70
H -4.33 3.82 1.05
H -5.49 2.72 -0.84
H -5.37 0.27 -1.12
N -0.33 -2.54 7.43
C -0.41 -2.42 6.29
C -0.49 -2.26 4.86
C -0.49 -3.38 4.03
C -0.58 -3.22 2.66
C -0.69 -1.95 2.11
C -0.66 -0.83 2.94
C -0.57 -0.99 4.31
H -0.41 -4.37 4.46
H -0.55 -4.10 2.03
H -0.70 0.17 2.53
H -0.54 -0.12 4.96

Orbital gap   6.80 eV
E_tot   -125241.96830 eV
HOMO   -11.8 eV
Energy relative to the best compared isomer or geometry (same formula, charge and spin)   13.2 kJ/mol
Charge   +1

Here are the Mulliken charges for atoms 1 to 2, given in e: Co -1.264; S -0.135

8.
This record from OMol25 describes a structure of composition C19H22Br36Ga at a distorted geometry. The level of theory is the ωB97M-V functional and the def2-TZVPD basis.

Cartesian coordinates (Å):
Ga -2.68 -5.09 -2.11
C -1.64 -3.80 -3.42
C -1.65 -2.33 -2.63
C -3.05 -1.46 -2.67
C -3.12 -0.02 -1.86
C -1.75 0.45 -1.03
C -0.35 -0.42 -1.02
C -0.29 -1.87 -1.84
H -1.66 -5.60 -0.99
H -3.79 -4.16 -1.38
H -3.48 -6.25 -2.87
H -0.56 -4.26 -3.51
H -2.24 -3.78 -4.42
H -3.99 -1.84 -3.26
H -4.11 0.64 -1.83
H -1.79 1.47 -0.41
H 0.57 -0.01 -0.43
H 0.69 -2.53 -1.83
C 4.03 0.95 0.61
Br 3.49 2.01 2.14
Br 5.64 -0.09 0.98
Br 2.58 -0.16 -0.06
H 4.29 1.65 -0.19
C 8.25 0.13 -2.80
Br 6.46 0.60 -3.41
Br 8.97 1.45 -1.56
Br 8.31 -1.67 -2.06
H 8.90 0.13 -3.68
C -2.14 -1.94 2.20
Br -1.60 -1.19 3.91
Br -4.07 -1.90 1.98
Br -1.23 -1.07 0.71
H -1.84 -2.99 2.19
C -1.90 4.52 1.24
Br -2.45 5.58 2.78
Br -0.30 3.48 1.61
Br -3.35 3.41 0.58
H -1.65 5.23 0.44
C -6.85 1.23 3.37
Br -6.32 0.98 5.22
Br -5.37 1.88 2.28
Br -7.64 -0.38 2.62
H -7.62 2.00 3.36
C 4.37 -2.57 -2.74
Br 2.44 -2.42 -2.59
Br 5.04 -4.21 -1.92
Br 4.97 -2.39 -4.58
H 4.80 -1.74 -2.18
C 11.35 -4.99 -1.80
Br 11.90 -4.25 -0.08
Br 9.42 -4.95 -2.02
Br 12.27 -4.13 -3.28
H 11.66 -6.04 -1.80
C 13.10 3.26 -1.80
Br 12.46 2.34 -3.40
Br 11.64 4.08 -0.81
Br 14.17 2.09 -0.67
H 13.75 4.07 -2.14
C 4.73 -1.19 4.52
Br 4.19 -0.13 6.06
Br 6.34 -2.23 4.89
Br 3.28 -2.31 3.86
H 4.99 -0.49 3.72
C -8.69 5.24 2.78
Br -8.16 4.99 4.63
Br -7.21 5.89 1.68
Br -9.48 3.63 2.03
H -9.46 6.02 2.77
C -10.41 -3.54 3.74
Br -12.34 -3.39 3.89
Br -9.74 -5.17 4.56
Br -9.81 -3.35 1.90
H -9.98 -2.70 4.30
C -8.63 7.60 -2.17
Br -9.18 8.66 -0.64
Br -7.03 6.56 -1.80
Br -10.08 6.48 -2.84
H -8.38 8.30 -2.97

Orbital gap   4.96 eV
E_tot   -2593949.55815 eV
HOMO   -4.3 eV
Charge   -1

Here are the Mulliken charges for atoms 1 to 2, given in e: Ga 0.392; C -0.972

9.
This record from OMol25 describes a structure of composition C25H18BCl3F9IN4O3STeTi. The level of theory is the ωB97M-V functional and the def2-TZVPD basis.

Cartesian coordinates (Å):
Ti -0.04 -0.19 0.82
C 0.54 -3.65 -2.12
C 1.59 -2.60 -2.35
N 2.46 -2.78 -3.31
C 3.43 -1.86 -3.51
C 3.57 -0.73 -2.75
C 4.70 0.23 -3.00
O 5.80 0.04 -2.09
C 2.65 -0.53 -1.69
C 2.76 0.60 -0.81
N 2.09 0.75 0.28
C 2.38 1.86 1.10
C 3.59 2.53 1.20
C 3.69 3.60 2.07
C 2.60 3.98 2.84
C 1.40 3.29 2.77
C 1.29 2.22 1.89
I 2.51 -1.54 2.10
C 1.63 -1.45 -1.50
O 0.71 -1.31 -0.59
H 0.51 -4.32 -2.97
H -0.44 -3.20 -1.96
H 0.78 -4.22 -1.22
H 4.11 -2.05 -4.33
H 4.34 1.26 -2.96
H 5.11 0.06 -3.99
H 5.44 -0.18 -1.22
H 3.46 1.38 -1.09
H 4.45 2.22 0.61
H 4.63 4.13 2.15
H 2.69 4.81 3.53
H 0.54 3.57 3.36
S -4.20 0.40 -0.83
C -3.39 1.91 -0.93
C -2.10 1.83 -0.52
C -1.74 0.52 -0.09
C -2.79 -0.35 -0.21
C -2.65 -1.76 0.15
C -3.65 -2.72 0.07
C -3.36 -4.02 0.45
C -2.08 -4.33 0.89
C -1.14 -3.32 0.93
N -1.41 -2.08 0.57
H -3.91 2.77 -1.32
H -1.41 2.67 -0.54
H -4.64 -2.44 -0.27
H -4.13 -4.78 0.40
H -1.82 -5.33 1.19
H -0.12 -3.50 1.27
F -2.13 1.10 4.74
Te -2.53 1.62 3.00
F -0.81 -0.59 2.43
F -3.64 0.03 2.98
F -1.83 3.33 3.61
F -4.17 2.47 3.31
O 0.20 1.46 1.78
F -0.15 3.04 -3.38
B 0.69 2.47 -2.42
F 0.24 1.15 -2.13
F 0.68 3.21 -1.23
F 2.02 2.39 -2.91
Cl -1.06 -1.51 -6.51
C -0.78 -0.35 -5.18
Cl -1.65 1.16 -5.52
Cl 0.93 -0.05 -5.00
C -1.35 -0.93 -3.96
N -1.85 -1.42 -3.05

Orbital gap (alpha / beta)   7.25 / 4.93 eV
E_tot   -150378.99319 eV
Multiplicity   2
HOMO (alpha / beta)   -6.0 / -6.0 eV
Energy relative to the best compared isomer or geometry (same formula, charge and spin)   173.4 kJ/mol
Charge   -1

Here are the Mulliken charges for atoms 1 to 2, given in e: Ti -0.679; C -1.072

10.
This record from OMol25 describes a structure of composition C7H13N at a distorted geometry. The level of theory is the ωB97M-V functional and the def2-TZVPD basis.

Cartesian coordinates (Å):
C 0.81 1.59 -0.87
C 0.81 0.58 1.43
C 0.48 0.34 -0.04
N 2.09 -1.57 -0.09
C 1.28 -0.80 -0.68
H 2.47 -2.31 -0.68
H 0.19 2.44 -0.57
H 0.65 1.42 -1.94
H 1.86 1.86 -0.75
H 0.73 -0.33 2.03
H 1.85 0.91 1.54
H 0.15 1.34 1.86
C -1.37 -1.44 0.51
C -0.93 -0.26 -0.35
C -1.95 0.61 -0.70
H 0.10 -1.09 -1.38
H -2.06 -1.14 1.30
H -1.86 -2.18 -0.13
H -0.54 -1.97 0.98
H -1.80 1.63 -1.01
H -2.98 0.39 -0.45

Orbital gap   8.88 eV
E_tot   -8956.29234 eV
HOMO   -8.6 eV
Energy relative to the best compared isomer or geometry (same formula, charge and spin)   351.3 kJ/mol

Here are the Mulliken charges for atoms 1 to 2, given in e: C -1.952; C -1.593

11.
This record from OMol25 describes a cluster of 2 separate species, C2H7Br2NSi in total at a distorted geometry. The level of theory is the ωB97M-V functional and the def2-TZVPD basis.

Cartesian coordinates (Å):
C 1.69 -0.14 0.10
C -0.05 1.51 -0.13
N 0.31 0.07 -0.06
Si -0.68 -1.30 -0.17
Br 0.36 -3.20 0.17
Br -5.50 -0.50 -0.37
H 2.38 0.63 -0.26
H 1.83 -0.08 1.24
H 2.09 -1.15 -0.23
H -1.08 1.72 -0.42
H 0.30 1.99 0.84
H 0.43 2.14 -0.97
H -2.08 -1.67 0.25

Orbital gap (alpha / beta)   4.58 / 2.90 eV
E_tot   -151637.78487 eV
HOMO (alpha / beta)   -7.2 / -6.3 eV
Energy relative to the best compared isomer or geometry (same formula, charge and spin)   392.9 kJ/mol

Here are the Mulliken charges for atoms 1 to 2, given in e: C -1.031; C -0.785